Computed, not measured: the ion C7H20NSi with charge +1, with wB97M-V/def2-TZVPD.

## Properties
energy above the lowest of the compared OMol25 structures with the same formula, charge and spin	59.2	kJ/mol
charge	+1
frontier orbital gap	9.53	eV
HOMO level	-0.4838	Eh
F_max	4.23	eV/Å
SMILES	CC[Si](CC)(CC)C[NH3+]
LUMO energy	-3.63	eV

Bonds (Å) are listed after each position.
Geometry (Å):
1 C 1.25 2.37 0.89  C4 1.549, H10 1.107, H11 1.104, H12 1.155
2 C -1.25 -2.44 1.64  C5 1.507, H13 1.071, H14 1.080, H15 1.175
3 C 2.68 -0.18 -1.24  C6 1.570, H16 1.128, H17 1.162, H18 1.152
4 C 0.49 1.18 1.53  C1 1.549, Si9 1.876, H19 1.119, H20 1.026
5 C 0.08 -1.90 1.17  C2 1.507, Si9 1.942, H21 1.068, H22 1.154
6 C 1.14 0.07 -1.40  C3 1.570, Si9 2.024, H23 1.080, H24 1.056
7 C -1.91 0.57 -0.58  N8 1.482, Si9 2.286, H25 1.105, H26 1.157
8 N -2.55 0.18 -1.86  C7 1.482, H27 1.111, H28 1.042, H29 1.047
9 Si 0.07 -0.17 0.30  C4 1.876, C5 1.942, C6 2.024, C7 2.286
10 H 2.17 2.03 0.39  C1 1.107
11 H 0.66 2.96 0.17  C1 1.104
12 H 1.36 3.19 1.70  C1 1.155
13 H -1.85 -2.44 0.75  C2 1.071
14 H -1.17 -3.48 1.94  C2 1.080
15 H -1.80 -1.81 2.46  C2 1.175
16 H 3.17 0.07 -0.25  C3 1.128
17 H 2.88 -1.30 -1.46  C3 1.162
18 H 3.18 0.44 -2.07  C3 1.152
19 H -0.50 1.60 1.85  C4 1.119
20 H 1.04 0.72 2.26  C4 1.026
21 H 0.64 -2.64 0.64  C5 1.068
22 H 0.71 -1.69 2.11  C5 1.154
23 H 0.85 -0.65 -2.15  C6 1.080
24 H 1.15 1.01 -1.87  C6 1.056
25 H -2.51 0.17 0.25  C7 1.105
26 H -1.86 1.73 -0.58  C7 1.157
27 H -3.29 0.96 -2.13  N8 1.111
28 H -1.84 0.20 -2.62  N8 1.042
29 H -3.00 -0.76 -1.83  N8 1.047